<one>
27
Properties=species:S:1:pos:R:3 method="wB97M-V/def2-TZVPD" lumo_energy_ev=0.94 gap_ev=8.69 homo_energy_ev=-7.74 smiles=Cc1c[nH]c2ccccc12.CC
N -1.527 0.339 -1.446
C 2.085 -0.265 -2.050
C 0.188 -3.518 1.362
C -0.883 0.941 -0.344
C 1.389 1.220 0.456
C -0.477 2.299 1.567
C -0.530 -0.292 -2.254
C -1.029 -2.942 1.996
C 0.675 -0.108 -1.585
C -1.385 1.551 0.780
C 0.916 2.099 1.420
C 0.457 0.591 -0.369
H 2.220 -1.083 -2.857
H 1.601 2.665 1.999
H -2.472 0.454 -1.707
H 2.405 0.667 -2.531
H 0.071 -4.198 0.588
H -1.944 -3.582 1.896
H -0.757 -0.754 -3.194
H -0.864 -2.655 3.010
H 0.755 -2.600 0.995
H -1.016 2.953 2.182
H -2.469 1.486 1.111
H 2.476 1.367 0.488
H 2.783 -0.528 -1.283
H -1.454 -2.018 1.499
H 0.915 -4.002 2.050

***

<two>
27
Properties=species:S:1:pos:R:3 method="wB97M-V/def2-TZVPD" lumo_energy_ev=0.87 gap_ev=8.87 homo_energy_ev=-8.00 smiles=Cc1c[nH]c2ccccc12.CC
N 0.249 1.165 1.995
C 2.907 -1.161 0.902
C 1.241 0.716 -1.372
C -0.604 2.269 -1.392
C -2.453 -2.355 -0.286
C 1.051 0.473 -0.002
C -0.830 2.054 -0.060
C 1.314 0.287 2.225
C 1.879 -0.077 1.049
C 0.414 1.575 -2.081
C -2.259 -0.936 -0.796
C 0.064 1.227 0.640
H -1.719 -3.058 -0.675
H -3.426 -2.757 -0.552
H -1.658 -0.932 -1.707
H -0.805 3.209 -1.888
H 2.696 -1.908 0.141
H -1.469 2.698 0.526
H 1.557 -0.006 3.237
H 2.954 -1.747 1.822
H -2.401 -2.458 0.800
H -3.203 -0.409 -0.900
H 0.863 1.870 -3.021
H 1.924 0.057 -1.900
H -0.497 1.250 2.664
H 3.908 -0.756 0.755
H -1.697 -0.291 -0.124

***

<three>
27
Properties=species:S:1:pos:R:3 method="wB97M-V/def2-TZVPD" lumo_energy_ev=0.93 gap_ev=8.92 homo_energy_ev=-7.99 smiles=Cc1c[nH]c2ccccc12.CC
N -2.033 0.228 -0.827
C -1.790 1.415 -0.133
C 1.741 -0.486 -2.295
C 0.136 0.787 -1.044
C 0.678 -1.847 2.971
C 0.170 2.888 0.594
C -0.571 -1.322 -2.189
C -0.860 -0.190 -1.409
C 0.751 -1.488 -2.470
C -0.490 1.756 -0.105
C 1.418 0.630 -1.584
C -0.256 -1.185 2.018
H 0.189 -0.954 1.044
H 1.246 2.785 0.418
H 1.026 -2.249 -3.212
H 0.081 -2.323 3.756
H -1.353 -1.887 -2.679
H -0.691 -0.249 2.393
H 1.422 -1.154 3.372
H 0.000 3.024 1.664
H -0.120 3.872 0.208
H 1.263 -2.619 2.466
H 2.106 1.444 -1.349
H -2.710 1.669 0.384
H -1.105 -1.833 1.762
H 2.707 -0.569 -2.761
H -2.955 -0.143 -0.994

***

Q: Which of them is the least stable? A: <one>.

***

<one>
17
Properties=species:S:1:pos:R:3 method="wB97M-V/def2-TZVPD" lumo_energy_ev=0.94 gap_ev=10.21 homo_energy_ev=-9.26 smiles="C[C@@H](N)C(N)=O.O"
O 2.367 -1.211 -1.719
O -0.005 -1.758 -0.232
N -1.418 -1.119 1.413
N -0.459 1.435 1.363
C -0.464 -0.882 0.486
C 0.086 0.527 0.339
C -0.275 1.040 -1.035
H 0.162 0.429 -1.828
H -1.824 -2.037 1.394
H -1.686 -0.483 2.139
H 0.143 2.021 -1.233
H 2.536 -1.898 -2.363
H 1.992 -1.607 -0.905
H 1.165 0.435 0.461
H 0.234 1.980 1.866
H -1.359 1.103 -1.168
H -1.194 2.025 1.022

***

<two>
17
Properties=species:S:1:pos:R:3 method="wB97M-V/def2-TZVPD" lumo_energy_ev="0.79 / 0.79" gap_ev="8.27 / 8.28" homo_energy_ev="-7.48 / -7.48"
O 0.001 -1.727 1.428
O -0.724 0.968 -2.126
N -0.195 1.463 -0.861
N 0.740 -1.244 -1.299
C -0.243 0.811 1.751
C -0.353 -0.020 0.506
C 0.779 -0.631 -0.108
H -0.489 -2.389 0.921
H -1.336 -0.272 0.135
H 0.781 0.824 2.122
H -0.563 1.833 1.551
H -1.593 1.383 -2.164
H 0.774 1.673 -1.116
H 1.753 -0.438 0.324
H 1.609 -1.551 -1.705
H -0.871 0.376 2.526
H -0.069 -1.058 -1.885

***

Q: Which of them is the least stable? A: <two>.

***

<one>
17
Properties=species:S:1:pos:R:3 method="wB97M-V/def2-TZVPD" lumo_energy_ev=0.67 gap_ev=9.71 homo_energy_ev=-9.04 smiles="NCNCC=O.O"
O -2.273 2.094 -1.348
O -0.694 -2.369 -1.773
N -0.211 -0.005 0.796
N 2.189 -0.545 1.150
C -1.111 1.196 0.579
C 1.258 0.501 0.748
C -1.796 1.082 -0.824
H -0.177 -3.185 -1.803
H -0.334 -0.618 1.669
H 1.363 1.322 1.448
H -0.469 2.104 0.532
H -1.218 0.259 -1.476
H -1.706 1.589 1.485
H 1.951 -1.373 0.663
H -1.469 -2.520 -2.320
H 3.145 -0.189 0.856
H 1.552 0.656 -0.383

***

<two>
17
Properties=species:S:1:pos:R:3 method="wB97M-V/def2-TZVPD" lumo_energy_ev="-0.26 / -0.26" gap_ev="7.59 / 7.60" homo_energy_ev="-7.85 / -7.86"
O 0.085 1.804 1.761
O 0.327 1.134 -1.632
N -0.167 0.784 -0.560
N -1.353 0.087 -0.592
C 1.040 1.058 2.039
C 1.230 -0.761 0.455
C -1.598 -0.748 -1.758
H 0.925 0.238 2.759
H -0.099 1.404 0.310
H -1.530 -0.325 0.314
H -2.568 -1.220 -1.619
H -1.627 -0.124 -2.648
H -0.829 -1.515 -1.889
H 0.523 -1.457 0.903
H 2.188 -0.768 0.969
H 2.071 1.346 1.793
H 1.381 -0.938 -0.604

***

<three>
17
Properties=species:S:1:pos:R:3 method="wB97M-V/def2-TZVPD" lumo_energy_ev="0.58 / 0.58" gap_ev="8.12 / 8.12" homo_energy_ev="-7.53 / -7.53"
O 2.417 -0.371 1.374
O -0.078 -1.549 0.208
N 1.688 0.663 -0.474
N 1.632 0.704 0.886
C -2.066 -0.085 -0.126
C -0.782 -0.373 0.623
C 0.646 1.175 -1.122
H -2.794 -0.899 -0.018
H 2.154 -0.158 -0.860
H -1.022 -0.543 1.680
H 0.576 0.996 -2.183
H -1.893 0.045 -1.197
H 0.355 0.395 0.976
H 0.187 2.061 -0.717
H -2.522 0.833 0.251
H -0.298 -1.765 -0.705
H 1.801 -1.129 1.402

***

<four>
17
Properties=species:S:1:pos:R:3 method="wB97M-V/def2-TZVPD" lumo_energy_ev=0.73 gap_ev=10.06 homo_energy_ev=-9.34 smiles="NC(=O)O.CCN"
O 0.416 -1.122 0.018
O 2.406 -1.219 -0.965
N 1.104 0.683 -1.248
N -1.907 -0.100 -0.113
C -1.623 1.142 0.651
C -1.144 0.805 2.058
C 1.377 -0.644 -0.724
H -0.560 -0.659 -0.076
H 1.894 1.230 -0.913
H 1.290 0.650 -2.247
H -2.564 -0.683 0.397
H -1.107 1.689 2.691
H -0.177 0.309 2.035
H -2.501 1.787 0.753
H -1.815 0.074 2.527
H -0.858 1.699 0.115
H -2.295 0.095 -1.030

***

Q: Which of them is the least stable? A: <two>.

***

<one>
17
Properties=species:S:1:pos:R:3 method="wB97M-V/def2-TZVPD" lumo_energy_ev=0.72 gap_ev=9.79 homo_energy_ev=-9.06 smiles="NCNCC=O.O"
O -0.977 -0.662 2.950
O -0.113 2.918 0.740
N -0.524 0.006 -0.475
N 0.875 -1.700 -1.621
C -0.105 -0.491 0.784
C 0.396 -0.316 -1.591
C -0.543 0.110 2.141
H -0.525 1.217 2.243
H 1.017 -0.425 0.795
H 0.208 -2.452 -1.623
H -1.489 -0.344 -0.729
H -0.349 -1.524 1.069
H 1.619 -2.041 -1.018
H 0.311 3.204 -0.072
H -0.179 -0.256 -2.508
H 1.277 0.329 -1.572
H -0.899 2.427 0.487

***

<two>
17
Properties=species:S:1:pos:R:3 method="wB97M-V/def2-TZVPD" lumo_energy_ev=0.65 gap_ev=10.33 homo_energy_ev=-9.68 smiles="CC(=O)NCN.O"
O -0.107 0.237 -2.970
O 1.005 -1.118 -0.692
N -0.099 0.152 0.854
N -0.127 2.570 0.435
C -0.533 -2.268 0.704
C 0.167 -1.029 0.185
C 0.667 1.356 0.462
H 0.598 -0.422 -3.073
H 1.507 1.602 1.109
H 1.047 1.128 -0.525
H -0.125 0.061 1.860
H 0.157 -2.889 1.253
H -0.410 0.078 -2.070
H -0.981 2.413 -0.088
H -1.357 -1.936 1.341
H -0.975 -2.766 -0.153
H -0.435 2.830 1.367

***

<three>
17
Properties=species:S:1:pos:R:3 method="wB97M-V/def2-TZVPD" lumo_energy_ev=-0.08 gap_ev=7.61 homo_energy_ev=-7.69 smiles=CC#N.CO.NO
O -1.508 -1.341 0.221
O -0.484 1.111 0.291
N -2.363 -2.396 0.338
N 1.177 -1.440 -0.109
C 2.966 0.350 -0.105
C -1.474 1.989 -0.165
C 1.718 -0.397 -0.168
H -1.334 2.333 -1.200
H 3.087 0.913 -1.030
H -0.386 -1.489 0.076
H -2.350 -3.008 -0.475
H 3.817 -0.319 0.024
H -2.394 1.400 -0.141
H -1.584 2.864 0.492
H 0.529 1.216 -0.056
H -2.342 -2.819 1.263
H 2.926 1.033 0.745

***

Q: Which of them is the least stable? A: <three>.